(1)
71
Properties=species:S:1:pos:R:3:forces:R:3:mulliken_charge:R:1 method="wB97M-V/def2-TZVPD" orbital_gap_ev="7.81 / 7.88" spin_multiplicity=4 e_above_lowest_kcal_mol=22.97 lumo_energy_ev="-1.778 / -1.803" total_charge=+1
Se 2.368 0.820 2.962 1.0377 0.2974 -0.6436 -0.21
V 0.098 0.022 -0.897 -0.0912 0.5463 0.0075 -0.58
S -1.705 -0.021 0.840 -2.2112 -0.2851 2.4852 1.35
O -2.555 -0.975 -2.563 0.4972 -0.1099 -0.1575 -0.49
O -2.062 0.823 -0.301 0.1598 0.1684 -0.5640 -0.77
O -2.059 -1.416 0.672 -0.3208 -0.0374 0.2192 -0.87
O -0.291 0.163 1.191 0.4844 0.1496 0.1353 0.00
N 0.106 -2.016 -0.966 -0.5477 -1.2720 0.2450 0.28
N 2.106 0.031 -0.550 0.9182 -0.0773 0.5900 0.68
N 0.512 -0.726 4.400 -0.1589 0.5812 0.1963 0.30
N -4.607 -1.902 -2.558 -0.0660 -0.1821 0.0424 -0.43
N 0.113 -0.109 -2.924 -0.3826 0.0297 -1.1853 0.32
N 0.275 2.047 -0.932 -0.3128 1.3385 0.3881 0.26
N 0.369 1.388 4.886 -0.0760 -0.6774 -0.0748 0.24
N -4.319 0.341 -2.077 -0.0349 0.2031 0.1417 -0.42
C 0.608 2.801 4.909 0.1469 0.6639 -0.0460 -0.93
C -2.640 0.613 2.258 0.4465 -0.3184 -0.7622 -0.82
C -3.761 -0.859 -2.381 -0.4978 0.0388 -0.2583 0.48
C 1.018 0.489 4.113 0.1499 0.0331 -0.1437 -0.10
C -0.466 -0.592 5.349 -0.3779 0.2836 0.4277 -0.45
C 0.669 2.333 -3.391 -0.1774 -0.1285 0.1576 -0.56
C 1.600 2.417 -0.441 0.6804 0.0607 0.0025 -0.67
C 0.918 -1.948 3.775 0.2002 -0.5069 -0.3772 -1.00
C 2.564 -2.443 -0.868 -0.1716 0.1249 0.1392 -0.82
C 0.594 0.874 -3.897 0.2443 0.5084 -0.2941 -0.87
C 3.055 -0.985 -0.999 0.3222 -0.4466 -0.1454 -0.85
C 2.629 1.363 -0.849 0.1050 0.5880 0.0483 -0.72
C -0.084 -2.485 -2.337 0.0221 -0.0826 -0.5895 -1.11
C -0.553 0.723 5.652 -0.3528 -0.4700 0.2466 -0.64
C 0.479 -1.466 -3.334 -0.0372 -0.6795 -0.1298 -0.83
C 1.191 -2.647 -0.225 0.5380 -0.2790 0.0857 -0.62
C -0.175 2.686 -2.165 0.0128 0.3797 -0.5348 -0.92
H 2.550 -2.908 -1.853 0.0782 -0.0562 -0.0379 0.28
H -0.415 2.263 -0.215 0.1332 0.1911 -0.1051 0.40
H 1.705 2.596 -3.178 0.0177 0.0715 -0.0531 0.27
H 0.401 -2.061 2.818 0.0819 -0.0395 0.0926 0.30
H -0.995 -1.437 5.740 -0.1173 -0.0985 0.0779 0.43
H 3.272 -0.773 -2.051 0.0348 0.0217 0.1342 0.34
H -3.576 0.074 2.308 -0.1766 -0.0702 -0.0147 0.43
H 1.603 0.579 -4.202 -0.1443 -0.0644 -0.0047 0.30
H -5.270 0.382 -1.755 -0.0028 0.0303 0.0220 0.24
H -0.913 -0.084 -2.926 -0.1511 -0.0895 -0.3323 0.28
H 0.618 3.162 5.936 -0.0055 -0.0685 0.0050 0.36
H -3.667 0.990 -1.656 -0.1746 -0.1134 0.0065 0.22
H -1.181 1.228 6.356 -0.1175 0.1041 0.1473 0.50
H 1.570 -1.527 -3.374 -0.0406 0.0722 -0.0340 0.40
H 2.028 -0.025 0.471 0.2167 -0.0187 0.2223 -0.31
H 1.913 3.402 -0.808 -0.0295 -0.0232 0.0836 0.47
H 0.676 -2.785 4.425 -0.0373 0.0329 0.0152 0.38
H 3.283 -3.005 -0.273 0.0028 -0.0480 -0.0189 0.51
H 1.574 2.441 0.652 -0.0877 0.0667 -0.0827 0.11
H -1.156 -2.569 -2.522 0.2298 -0.1111 0.0917 0.35
H -5.595 -1.845 -2.402 -0.0518 0.0821 0.0279 0.17
H -0.031 0.838 -4.800 0.1067 -0.0812 0.1449 0.46
H -2.053 0.442 3.151 0.1070 -0.1013 0.1624 0.02
H 3.998 -0.867 -0.446 -0.1148 0.0216 -0.1465 0.58
H -2.812 1.671 2.111 0.0154 0.1701 -0.0237 0.35
H 1.026 -3.735 -0.146 -0.0043 0.2375 0.0614 0.52
H -0.165 3.337 4.354 0.0255 -0.0444 -0.0104 0.30
H -0.759 -2.153 -0.436 0.1176 -0.3275 -0.1358 0.42
H 1.995 -1.913 3.605 -0.1198 -0.0359 -0.0078 0.35
H -0.151 3.783 -2.055 -0.0829 -0.2155 -0.0072 0.48
H -4.228 -2.792 -2.827 0.0689 0.0821 0.0025 0.21
H 1.575 2.999 4.448 -0.0751 -0.0367 0.0376 0.31
H 0.347 2.992 -4.200 0.0716 -0.0148 0.0312 0.54
H 3.571 1.552 -0.309 -0.0998 -0.0392 -0.1940 0.49
H 2.825 1.400 -1.924 0.0904 0.0143 0.1087 0.32
H 0.389 -3.460 -2.500 -0.0819 0.0499 0.0048 0.46
H 0.087 -1.695 -4.334 0.1407 0.0208 0.0533 0.60
H -1.216 2.386 -2.324 0.0523 0.0744 0.0500 0.17
H 1.185 -2.224 0.784 -0.0246 -0.0884 -0.0264 -0.21



(2)
62
Properties=species:S:1:pos:R:3:forces:R:3:mulliken_charge:R:1 method="wB97M-V/def2-TZVPD" orbital_gap_ev="7.07 / 5.21" spin_multiplicity=5 e_above_lowest_kcal_mol=0.00 lumo_energy_ev="-12.301 / -16.767" total_charge=+4
Pt 0.208 -0.012 -0.596 0.3594 -0.0287 -0.5335 0.32
P 1.510 -0.846 1.057 1.1127 -1.1198 1.3104 0.79
P 1.074 2.136 -0.578 1.1591 2.7085 0.0387 1.03
P -1.026 -1.972 -0.870 -1.3882 -2.4407 0.1276 0.80
O -1.416 0.773 2.564 -0.7693 -0.0815 -0.1137 -0.59
O -1.019 0.934 -2.086 -0.3160 -0.1671 -2.3320 -0.74
C 2.873 2.054 -0.858 -0.0994 -0.8819 -0.0760 -1.18
C -2.315 -1.935 -2.147 0.1718 0.9491 -0.3735 -1.27
C 2.828 -1.886 0.335 -0.2385 0.3274 -0.1597 -1.24
C 0.676 3.060 0.939 -0.3798 -0.2410 0.1575 -1.09
C -0.956 0.710 -3.378 0.3377 0.8035 2.2240 0.82
C 0.746 -1.876 2.340 -0.5646 -0.2370 0.0089 -1.16
C 0.533 3.261 -1.898 -0.4809 -0.7317 -0.3416 -1.41
C -0.018 -3.410 -1.356 0.4876 0.6046 0.0978 -1.35
C -1.316 -0.804 -5.624 -0.3255 -1.1749 -0.1533 -0.36
C -1.392 1.923 -7.665 2.2634 -0.8316 -2.7470 -0.29
C -2.300 2.228 -6.734 -2.6322 0.9002 2.7985 -0.11
C 0.198 0.225 -4.061 0.3739 -1.5127 -0.5078 -0.46
C -0.031 -0.664 -5.118 1.2424 0.9557 0.5980 -0.82
C 2.408 0.346 2.108 -0.2279 0.6156 -0.1623 -1.18
C -2.180 0.841 -4.091 -0.9862 -0.4820 -0.1333 -0.60
C -1.948 -2.514 0.611 0.1763 0.4937 0.2510 -1.17
C -2.402 -0.110 -5.074 -0.3787 1.4500 -0.6482 -0.77
H 3.370 1.392 -0.140 0.0156 0.3329 -0.3971 0.31
H 0.636 -3.115 -2.188 -0.0897 -0.3054 0.1878 0.41
H -3.258 1.686 -6.686 0.3030 0.5836 -0.2869 0.39
H 3.168 -0.236 2.646 -0.2277 0.0744 -0.0455 0.54
H -3.026 -2.740 -1.926 0.2137 0.1270 0.0039 0.72
H -1.476 -1.507 -6.441 -0.0812 0.1461 0.1399 0.54
H -2.831 -0.967 -2.121 -0.1196 -0.3677 0.0229 0.34
H 1.453 -1.956 3.180 -0.1179 0.0430 -0.2810 0.54
H -1.362 -3.248 1.176 -0.1969 0.2456 -0.1492 0.42
H 0.054 2.473 1.636 0.2834 0.2715 -0.0660 0.26
H -1.789 0.924 1.677 -0.1402 0.0251 0.6939 0.25
H 1.611 3.374 1.424 -0.1558 -0.1689 -0.0410 0.45
H -1.894 -2.088 -3.151 -0.0253 0.0092 0.3383 0.22
H -2.875 -2.979 0.252 0.1675 0.1259 0.1300 0.53
H 0.923 2.929 -2.870 -0.0820 0.1705 0.2701 0.35
H 2.913 1.151 1.568 -0.0987 -0.3090 0.2656 0.38
H -2.185 0.813 3.190 0.8835 0.0666 -0.6740 0.35
H 0.905 4.270 -1.674 0.0367 -0.2363 0.1018 0.58
H 1.190 0.383 -3.627 -0.4150 -0.1615 -0.3529 0.75
H 3.028 1.654 -1.870 0.0941 0.2232 0.2501 0.34
H -2.182 -1.648 1.247 -0.0749 -0.3649 -0.0383 0.25
H -3.378 -0.235 -5.528 -0.1121 -0.0203 0.1590 0.65
H 2.395 -2.759 -0.173 0.3060 0.3314 0.1654 0.29
H 1.699 0.800 2.810 0.1401 -0.1795 0.0028 0.38
H 0.768 -1.258 -5.572 -0.0592 0.4641 0.1821 0.55
H -0.533 2.575 -7.889 -0.4063 -0.2560 -0.0004 0.32
H -0.716 -4.198 -1.680 0.0799 0.1972 0.1241 0.49
H 0.572 -3.760 -0.500 -0.1559 -0.0269 -0.3403 0.42
H 3.274 3.074 -0.779 -0.1518 -0.0746 0.0073 0.48
H 0.542 -2.893 1.970 0.1696 0.3481 0.1295 0.39
H -0.188 -1.422 2.705 0.3793 -0.0754 -0.0825 0.33
H -2.928 1.544 -3.715 -0.0148 -0.5295 0.0045 0.44
H -0.564 3.261 -1.923 0.2837 0.2938 -0.0035 0.42
H 1.080 -0.490 -1.933 0.3536 -0.2227 0.3967 -0.07
H -2.155 3.047 -6.013 -0.0569 -0.3880 -0.3604 0.32
H 3.390 -1.274 -0.387 -0.0342 -0.3515 0.1853 0.36
H -1.534 1.018 -8.271 0.3202 0.3052 0.1451 0.33
H 3.493 -2.216 1.150 -0.2106 0.0698 -0.2887 0.50
H 0.115 3.950 0.615 0.0995 -0.2944 0.1712 0.49



(3)
62
Properties=species:S:1:pos:R:3:forces:R:3:mulliken_charge:R:1 method="wB97M-V/def2-TZVPD" orbital_gap_ev="5.93 / 6.02" spin_multiplicity=5 e_above_lowest_kcal_mol=132.03 lumo_energy_ev="-14.443 / -16.323" total_charge=+4
Ru -0.687 -0.086 -0.357 1.4554 -0.1499 1.5200 0.12
P 0.580 -0.176 1.880 1.0958 0.5901 2.8302 1.12
P -2.008 -1.561 0.659 -2.5498 -1.3899 0.8481 0.92
P 0.927 -1.592 -0.896 2.4922 -2.8307 -1.4725 1.20
O -1.496 1.992 1.572 0.2101 0.3046 -0.0303 -0.45
O 0.688 5.028 -0.122 -0.7046 -2.4784 -1.4257 -0.39
C -2.748 -2.393 -0.773 0.2579 -0.1467 -0.3882 -1.00
C 1.869 1.126 1.959 0.0733 0.2773 -0.2989 -1.12
C 0.327 2.798 -0.993 -1.0290 -0.6544 0.3419 0.53
C 0.608 -1.720 -2.698 -0.4508 0.4199 -0.0521 -1.31
C -1.750 -2.846 1.893 0.8776 0.0193 -0.0793 -1.20
C -2.200 0.423 -1.589 -1.4362 1.1711 -0.5685 0.42
C 2.825 3.130 -2.159 0.4973 2.0788 -0.9285 -0.52
C -1.981 1.712 -2.073 -1.9134 1.0182 -0.7706 -1.44
C 0.841 1.815 -1.823 0.2184 1.0055 0.5116 0.75
C 1.147 -3.408 -0.506 -0.6239 0.3535 0.6233 -1.27
C 1.465 -1.664 2.509 0.1198 -0.4083 -0.6157 -1.43
C 2.723 -1.135 -0.842 -0.2711 0.6968 0.2554 -1.06
C 2.117 4.374 -1.811 0.4152 -0.4227 0.7554 -0.76
C 0.910 4.113 -0.929 1.0195 2.5339 1.4470 -0.05
C -3.385 -0.604 1.398 0.3687 0.3231 0.0537 -1.25
C 2.088 2.012 -2.456 -0.1256 -0.8597 -0.3831 -0.85
C -0.322 0.179 3.476 -0.5728 0.1117 -0.2367 -1.88
H -2.583 2.576 -1.695 1.3073 -0.4096 0.2618 0.37
H 2.436 -1.794 2.023 -0.1377 -0.0659 0.0385 0.33
H -3.754 -2.692 -0.468 0.0777 -0.3247 -0.0719 0.58
H 3.901 3.197 -2.378 -0.3244 -0.1917 0.1045 0.55
H -1.435 1.916 2.541 -0.2504 -0.0450 -0.3627 0.22
H 3.196 -1.542 -1.747 -0.2541 -0.0246 0.1475 0.49
H 0.862 -2.564 2.365 0.2053 0.0392 0.0721 0.32
H -0.165 1.233 3.749 -0.1627 -0.3134 -0.0463 0.64
H -1.671 1.814 -3.125 -0.1759 -0.0428 0.4172 0.40
H 2.276 1.341 0.965 0.0875 -0.0133 0.2108 0.11
H -0.476 -1.786 -2.868 0.3393 -0.0818 -0.2707 0.31
H 1.643 -1.549 3.587 -0.0305 0.1449 -0.3994 0.59
H 1.472 -3.914 -1.426 -0.1120 0.2935 0.2142 0.54
H 1.790 4.834 -2.776 0.0216 -0.0161 0.2558 0.41
H 0.062 -0.415 4.315 0.0183 0.0558 -0.4025 0.49
H -1.482 2.953 1.438 -0.2509 -0.0068 0.0361 0.30
H -3.266 -0.561 2.486 -0.1969 -0.0936 -0.2098 0.52
H -1.530 -2.397 2.867 -0.0443 -0.1927 -0.1301 0.41
H -1.390 -0.051 3.373 0.2008 0.2380 0.2483 0.39
H 2.652 5.130 -1.220 0.6008 -0.0389 -0.7342 0.45
H 3.223 -1.580 0.029 -0.2392 0.2243 -0.2481 0.46
H -2.124 -3.241 -1.065 -0.2535 -0.1921 0.1306 0.37
H 2.691 0.827 2.626 -0.2826 -0.0006 -0.1685 0.51
H 0.205 -3.854 -0.174 0.2444 -0.1545 -0.1020 0.32
H 2.485 1.316 -3.188 0.0787 -0.2943 0.2843 0.56
H 1.020 -0.844 -3.215 -0.1879 -0.2697 -0.0460 0.34
H 1.923 -3.554 0.259 -0.3632 0.1066 -0.1402 0.43
H -2.829 -1.744 -1.647 -0.1167 -0.4849 0.4027 0.12
H 1.100 -2.634 -3.055 -0.1267 0.3023 -0.0354 0.62
H -2.846 -0.140 -2.279 0.9643 -0.5506 0.0057 0.47
H 2.869 -0.047 -0.836 0.1172 -0.2874 0.0438 0.18
H -0.947 -3.526 1.590 -0.2848 -0.0453 0.2340 0.29
H -0.558 2.621 -0.374 0.4077 0.2129 -0.4356 -0.15
H -4.294 -1.155 1.131 0.0115 0.1671 0.2089 0.52
H -3.438 0.430 1.030 -0.2299 -0.3670 0.2787 0.43
H -2.700 -3.392 1.948 0.0686 0.0652 -0.0351 0.53
H 1.412 2.040 2.358 0.1475 -0.1552 -0.1716 0.41
H 0.317 0.855 -1.950 0.4674 0.5283 -0.4921 0.35
H -2.584 0.376 -0.515 -0.7658 0.7212 -1.0299 -0.25